Molecular formula: C17H21BCl2N7O3PtS2
Method: DFT, wB97M-V/def2-TZVPD

**Net charge**: 0
**Energy**: -85173.1670 eV
**E_HOMO (alpha / beta)**: -6.501 / -6.500 eV
**ΔE to the lowest compared entry with this formula, charge and spin**: 864.6 kJ/mol
**Spin multiplicity**: 2

Element x y z (Å)
Pt (0.01, -0.10, -0.45)
B (-0.73, -3.45, -0.45)
N (-1.85, -2.47, -0.88)
C (-3.09, -2.86, -1.23)
C (-3.82, -1.75, -1.60)
C (-2.92, -0.69, -1.46)
N (-1.75, -1.14, -1.01)
N (0.72, -2.91, -0.83)
C (1.76, -3.66, -0.72)
C (2.96, -2.92, -1.16)
C (2.36, -1.66, -1.74)
N (1.01, -1.65, -1.36)
H (-0.73, -3.64, 0.74)
H (-0.87, -4.46, -1.08)
H (-3.35, -3.90, -1.20)
H (-4.83, -1.72, -1.96)
H (-3.04, 0.35, -1.69)
H (1.66, -4.67, -0.36)
H (3.64, -3.45, -1.83)
H (1.29, -1.06, 0.68)
O (2.93, -0.80, -2.36)
N (1.68, 0.87, 0.07)
C (4.76, -0.34, 1.57)
C (4.87, 0.82, 1.04)
C (4.54, 2.06, 0.36)
C (3.46, 2.45, -0.30)
C (2.18, 1.79, -0.69)
S (1.47, 2.48, -2.07)
H (3.54, -2.63, -0.27)
H (5.95, 0.74, 1.37)
H (5.34, 2.78, 0.42)
H (3.52, 3.45, -0.72)
Cl (1.19, -2.93, 3.16)
C (2.55, -2.05, 2.74)
Cl (2.42, -0.78, 1.56)
C (2.09, 1.19, 4.48)
O (3.02, 0.78, 5.04)
O (1.17, 1.61, 3.92)
H (3.50, -2.10, 3.24)
C (-1.82, 3.30, -1.44)
N (-2.77, 2.66, -0.55)
C (-4.19, 2.97, -0.61)
C (-4.79, 2.18, 0.56)
N (-3.59, 1.68, 1.22)
C (-2.48, 1.92, 0.51)
S (-0.94, 1.41, 1.06)
H (-2.22, 3.28, -2.46)
H (-0.85, 2.80, -1.42)
H (-1.67, 4.34, -1.15)
H (-4.60, 2.68, -1.58)
H (-4.33, 4.05, -0.50)
H (-5.41, 1.35, 0.21)
H (-5.37, 2.80, 1.23)
H (-3.58, 0.98, 1.95)